1.
Entry from OMol25: a cluster of 8 separate species, C8H24O7 in total in a non-equilibrium geometry (ωB97M-V/def2-TZVPD).

Cartesian coordinates (Å):
C1 -1.777 1.300 -2.274
C2 -0.383 1.201 -1.619
C3 -0.105 -0.099 -0.946
C4 0.346 -0.187 0.375
C5 0.987 -1.319 0.773
C6 1.183 -2.342 -0.189
C7 0.627 -2.376 -1.435
C8 -0.099 -1.181 -1.823
H1 -1.723 0.602 -3.179
H2 -2.142 2.282 -2.671
H3 -2.635 0.946 -1.658
H4 0.385 1.300 -2.347
H5 -0.312 1.963 -0.935
H6 0.060 0.715 1.013
H7 1.552 -1.485 1.746
H8 1.879 -3.081 0.099
H9 0.777 -3.239 -2.086
H10 -0.709 -1.037 -2.804
O1 1.290 2.656 0.942
H11 0.399 2.424 1.345
H12 1.067 3.477 1.284
O2 2.678 2.198 -1.400
H13 1.782 2.545 -1.372
H14 2.900 2.189 -0.435
O3 -3.113 -2.487 0.667
H15 -3.246 -2.325 -0.260
H16 -2.588 -3.235 0.876
O4 0.820 -0.214 3.483
H17 1.675 -0.075 3.282
H18 0.256 0.378 3.082
O5 -1.669 1.710 2.426
H19 -1.905 0.754 2.447
H20 -2.461 2.158 2.740
O6 3.196 -1.029 -2.409
H21 2.415 -1.591 -2.229
H22 2.899 -0.137 -2.423
O7 -1.267 -0.826 2.470
H23 -1.607 -1.559 1.989
H24 -1.431 -0.976 3.457

Total charge: 0
SMILES: CCc1ccccc1.O.O.O.O.O.O.O
LUMO level, Eh: 0.0068
Energy, hartree: -845.81244
Energy above the lowest of the compared OMol25 structures with the same formula, charge and spin, kcal per mole: 52.0

---

2.
Entry from OMol25: a structure of composition C53H147AsF6N11O18Sn in a non-equilibrium geometry (ωB97M-V/def2-TZVPD).

Cartesian coordinates (Å):
Sn1 1.071 -1.265 -4.212
As1 0.171 0.604 -0.883
F1 1.432 1.619 -0.453
F2 1.141 -0.760 -0.511
F3 -1.121 -0.467 -1.350
F4 -0.766 1.992 -1.419
F5 0.805 0.373 -2.720
F6 -0.504 0.799 0.642
C1 -2.525 -0.825 3.733
C2 -3.775 -0.557 2.905
O1 -4.460 0.421 3.583
O2 -2.885 -1.270 5.040
H1 -1.918 0.089 3.736
H2 -1.892 -1.551 3.217
H3 -4.399 -1.430 2.905
H4 -3.460 -0.393 1.880
H5 -4.817 1.067 2.969
H6 -3.164 -0.454 5.476
C3 3.415 -4.067 0.282
C4 4.851 -4.071 -0.280
O3 4.909 -4.513 -1.597
O4 2.654 -3.111 -0.488
H7 3.496 -3.739 1.348
H8 2.951 -5.050 0.090
H9 5.456 -4.730 0.389
H10 5.202 -2.972 -0.183
H11 5.167 -5.439 -1.650
H12 2.174 -2.491 0.059
C5 -3.482 1.575 -0.211
C6 -4.851 1.882 0.353
O5 -4.837 2.391 1.706
O6 -3.669 0.537 -1.153
H13 -2.788 1.345 0.575
H14 -2.975 2.403 -0.735
H15 -5.435 0.979 0.399
H16 -5.457 2.557 -0.258
H17 -4.537 3.300 1.811
H18 -2.828 0.222 -1.552
C7 -5.193 -4.580 6.203
C8 -4.398 -5.068 4.947
C9 -5.063 -4.713 3.593
O7 -3.066 -4.537 4.928
H19 -6.281 -4.828 6.069
H20 -5.180 -3.449 6.117
H21 -4.706 -4.842 7.153
H22 -4.287 -6.150 5.019
H23 -5.409 -3.673 3.552
H24 -5.888 -5.402 3.432
H25 -4.280 -4.910 2.922
H26 -3.107 -3.608 5.278
C10 -4.637 -2.341 -2.639
C11 -6.049 -1.963 -2.301
C12 -6.148 -2.073 -0.720
O8 -7.205 -1.330 -0.218
C13 -7.338 -1.430 1.123
N1 -6.251 -0.579 -2.668
H27 -4.471 -2.326 -3.668
H28 -4.568 -3.405 -2.350
H29 -3.879 -1.708 -2.087
H30 -6.737 -2.648 -2.690
H31 -5.218 -1.693 -0.229
H32 -6.285 -3.086 -0.510
H33 -8.130 -0.852 1.634
H34 -6.383 -1.092 1.617
H35 -7.591 -2.449 1.468
H36 -5.687 -0.034 -2.023
H37 -7.176 -0.344 -2.463
C14 0.629 -4.868 1.779
C15 -0.557 -4.588 2.740
C16 -1.785 -4.052 1.968
O9 -2.250 -5.129 1.090
C17 -3.043 -4.600 0.053
N2 -0.783 -5.804 3.516
H38 0.466 -5.807 1.192
H39 1.472 -5.129 2.426
H40 0.905 -4.012 1.134
H41 -0.220 -3.769 3.395
H42 -1.455 -3.177 1.355
H43 -2.673 -3.794 2.565
H44 -3.498 -5.437 -0.482
H45 -2.429 -4.191 -0.719
H46 -3.776 -3.879 0.253
H47 -0.929 -6.556 2.804
H48 -1.596 -5.704 4.155
C18 0.541 3.168 -6.439
C19 0.294 1.988 -5.460
C20 -0.715 0.977 -5.903
O10 -0.985 -0.029 -4.880
C21 -2.212 0.235 -4.110
N3 1.534 1.350 -5.116
H49 -0.352 3.721 -6.705
H50 0.980 2.813 -7.371
H51 1.281 3.787 -6.004
H52 -0.099 2.473 -4.584
H53 -0.333 0.354 -6.699
H54 -1.636 1.497 -6.132
H55 -2.892 -0.650 -4.073
H56 -2.755 0.930 -4.775
H57 -2.012 0.627 -3.083
H58 2.217 1.882 -4.569
H59 2.103 1.210 -5.931
C22 -5.217 4.503 -6.006
C23 -4.061 3.874 -5.169
C24 -3.273 4.796 -4.244
O11 -2.300 3.989 -3.659
C25 -1.865 4.601 -2.434
N4 -4.706 2.852 -4.365
H60 -5.073 5.515 -6.387
H61 -6.070 4.542 -5.317
H62 -5.681 3.798 -6.709
H63 -3.306 3.541 -5.908
H64 -3.880 5.297 -3.487
H65 -2.845 5.518 -4.913
H66 -1.113 3.998 -1.949
H67 -2.713 4.871 -1.812
H68 -1.250 5.501 -2.605
H69 -5.288 2.131 -4.783
H70 -4.056 2.446 -3.746
C26 0.223 -5.336 -2.235
C27 0.129 -4.144 -3.207
C28 -1.120 -4.093 -4.123
O12 -1.087 -2.898 -4.863
C29 -0.785 -2.964 -6.276
N5 0.100 -2.794 -2.503
H71 -0.612 -5.350 -1.537
H72 1.152 -5.410 -1.698
H73 0.076 -6.275 -2.757
H74 0.978 -4.174 -3.845
H75 -2.012 -4.109 -3.429
H76 -1.217 -4.999 -4.720
H77 -1.613 -3.510 -6.796
H78 0.139 -3.524 -6.470
H79 -0.647 -1.974 -6.644
H80 -0.848 -2.523 -2.289
H81 0.682 -2.826 -1.667
C30 1.433 -1.632 3.578
C31 1.371 -1.663 5.122
C32 1.526 -3.086 5.722
O13 2.547 -3.713 5.012
C33 2.657 -5.139 5.130
N6 2.511 -0.880 5.765
H82 0.518 -1.977 3.195
H83 2.267 -2.213 3.243
H84 1.652 -0.575 3.206
H85 0.455 -1.207 5.483
H86 0.607 -3.692 5.717
H87 1.878 -3.066 6.811
H88 3.075 -5.483 6.065
H89 3.443 -5.348 4.395
H90 1.637 -5.529 4.952
H91 3.376 -1.441 5.588
H92 2.527 0.000 5.249
C34 -1.687 2.988 2.717
C35 -1.637 3.991 1.578
C36 -2.398 5.249 1.978
O14 -3.770 4.989 2.096
C37 -4.362 5.194 3.378
N7 -0.238 4.300 1.353
H93 -1.119 3.327 3.549
H94 -1.111 2.086 2.341
H95 -2.656 2.656 3.057
H96 -2.197 3.435 0.836
H97 -2.242 6.065 1.278
H98 -2.008 5.562 2.954
H99 -5.394 5.120 3.146
H100 -4.126 6.236 3.696
H101 -4.017 4.513 4.222
H102 0.212 3.374 1.350
H103 -0.116 4.639 0.397
C38 3.861 0.775 -1.897
C39 4.045 -0.200 -3.116
C40 5.431 -0.755 -3.281
O15 5.224 -1.983 -3.948
C41 6.473 -2.573 -4.340
N8 3.111 -1.360 -3.051
H104 3.603 0.239 -0.971
H105 3.137 1.545 -2.019
H106 4.834 1.255 -1.682
H107 3.686 0.298 -4.066
H108 5.953 -0.938 -2.330
H109 6.042 -0.052 -3.919
H110 6.258 -3.640 -4.546
H111 7.196 -2.632 -3.516
H112 6.918 -2.143 -5.245
H113 3.002 -1.849 -2.147
H114 3.570 -2.134 -3.560
C42 3.630 4.674 3.568
C43 3.263 3.237 3.929
C44 1.946 3.101 4.658
O16 1.960 3.577 5.981
C45 0.715 3.820 6.512
N9 3.242 2.372 2.729
H115 3.651 5.450 4.351
H116 2.968 5.160 2.850
H117 4.581 4.600 3.067
H118 4.005 2.738 4.583
H119 1.569 2.098 4.592
H120 1.145 3.691 4.184
H121 0.823 4.388 7.408
H122 0.241 2.842 6.762
H123 0.093 4.329 5.719
H124 2.813 2.871 1.946
H125 4.165 2.077 2.396
C46 8.873 1.446 1.866
C47 7.577 1.238 1.145
C48 6.806 0.046 1.713
O17 5.484 0.019 1.134
C49 4.703 -0.805 1.951
N10 6.847 2.490 1.196
H126 9.353 2.238 1.276
H127 9.527 0.575 1.755
H128 8.659 1.662 2.912
H129 7.867 0.989 0.091
H130 6.597 0.194 2.812
H131 7.322 -0.863 1.572
H132 5.340 -1.569 2.364
H133 3.911 -1.238 1.349
H134 4.251 -0.253 2.804
H135 6.984 2.939 2.088
H136 5.877 2.350 0.994
C50 3.762 3.968 -0.563
C51 3.059 4.872 -1.565
C52 2.450 3.953 -2.705
O18 3.470 3.344 -3.470
C53 4.029 4.260 -4.433
N11 1.937 5.462 -0.865
H137 3.149 3.139 -0.271
H138 3.960 4.561 0.324
H139 4.719 3.505 -0.845
H140 3.695 5.653 -2.073
H141 1.750 4.537 -3.312
H142 1.941 3.127 -2.171
H143 3.253 4.855 -4.907
H144 4.530 3.715 -5.237
H145 4.754 4.927 -3.983
H146 1.532 6.193 -1.457
H147 2.238 5.914 -0.024

Total charge: +1
LUMO level, Eh: -0.0819
Energy, hartree: -7113.07726

---

Number 1: HOMO energy -8.93 eV. Number 2: HOMO energy -10.31 eV.